Formula: C24H42Cl3MnN4O3SSi
Source: the Open Molecules 2025 dataset
Level of theory: ωB97M-V with the def2-TZVPD basis set

```
79
C24H42Cl3MnN4O3SSi ωB97M-V with the def2-TZVPD basis set
C -0.2521 -2.1349 -3.5349
C -0.9649 -2.3396 -2.2497
H 0.0306 -3.0699 -4.0307
H 0.6613 -1.5499 -3.3415
H -0.8689 -1.5361 -4.2220
C -1.3521 -3.5541 -1.7935
C -1.1885 -4.8175 -2.5606
H -1.9334 -3.6191 -0.8799
H -0.3616 -4.7616 -3.2763
H -2.1025 -5.0792 -3.1111
H -0.9780 -5.6367 -1.8658
Mn 1.1880 1.0676 -0.8007
Cl -0.4429 2.5126 -1.2581
Cl 3.2017 0.0299 -0.5264
C -2.0602 0.8716 2.4524
O -0.8701 0.7025 2.7729
N -3.0932 0.6190 3.2795
C -2.8697 0.0394 4.6014
C -4.4592 0.9951 2.9512
H -2.3604 1.2312 1.4451
H -1.7955 -0.0186 4.7917
H -3.3192 -0.9626 4.6589
H -3.3525 0.6765 5.3519
H -4.4806 1.3984 1.9322
H -4.8145 1.7610 3.6576
H -5.1250 0.1220 3.0203
H 1.6047 -3.0270 -0.7823
H -0.2765 -4.3304 1.0590
C 2.1568 -3.0080 0.1719
C 0.5716 -4.0655 1.7164
N 1.2559 -2.8525 1.2897
H 2.8750 -2.1851 0.1500
C 1.1740 -1.7073 2.0533
O 1.7213 -0.6306 1.8346
H 0.2046 -3.9226 2.7393
H 0.5102 -1.8632 2.9359
H 2.6661 -3.9698 0.3163
H 1.3020 -4.8844 1.7047
O 0.1218 -0.7843 -0.8972
C -1.1147 -1.0625 -1.4093
C -1.8639 -1.8568 0.9091
C -2.1950 -1.2283 -0.2965
H -0.8117 -2.0204 1.1166
C -2.8525 -2.3217 1.7794
H -1.4824 -0.2483 -2.0815
C -3.5197 -0.8695 -0.5350
H -2.5573 -2.8887 2.6675
C -4.1893 -2.0777 1.4722
C -4.5170 -1.3243 0.3328
H -3.7461 -0.2741 -1.4311
H -4.9721 -2.4756 2.1178
H -5.5623 -1.1168 0.1079
Si 3.6896 1.4550 -2.9892
Cl 1.6299 0.5351 -3.0422
C 5.3349 0.9559 -2.1740
C 2.8846 3.1518 -2.9083
C 4.5956 1.3804 -4.6715
H 5.2535 0.6509 -1.1326
H 6.0293 1.8043 -2.2761
H 5.7452 0.0911 -2.7153
H 5.2293 0.4836 -4.7661
H 5.2799 2.2477 -4.6689
H 3.9593 1.4375 -5.5611
H 2.2165 3.2678 -2.0462
H 2.2768 3.2935 -3.8182
H 3.6519 3.9322 -2.8954
C 1.4917 5.6561 0.1602
N 0.9208 4.8657 1.2404
C -0.0406 5.2726 2.1471
C -0.3733 4.1854 2.8939
N 0.3940 3.1287 2.4336
C 1.1947 3.5474 1.4196
S 2.3685 2.6700 0.5892
H 2.5826 5.6208 0.2248
H 1.1865 5.2407 -0.8092
H 1.1411 6.6866 0.2669
H -0.4000 6.2892 2.1854
H -1.0645 4.0678 3.7128
H 0.2822 2.1305 2.6947
```

LUMO (spin up / spin down) in eV: 2.5 / 2.4
Relative energy (zero: lowest compared OMol25 entry of this formula, charge and spin) in kcal/mol: 52.2
Multiplicity: 6
Gap between HOMO and LUMO (spin up / spin down) in eV: 5.762 / 7.059
E_HOMO (spin up / spin down) in Eh: -0.12172 / -0.16945
Charge: -1